*w*
DFT (wB97M-V/def2-TZVPD) results for a molecular structure, CH3N4O.

Properties
* M: 87.062 g/mol
* net charge: +1

Last column: Mulliken charge in e.
CARTESIAN COORDINATES (ANGSTROEM)
1 O -2.78804 1.47280 -0.41457  -0.219
2 N 2.74747 0.71939 0.10945  -0.759
3 N 0.45926 0.74150 0.29854  -0.524
4 N 1.58323 0.72894 0.23781  1.156
5 N -1.60231 -0.33458 0.48136  -0.318
6 C -2.27152 0.57832 0.06608  0.581
7 H -0.37934 0.03017 0.48529  0.492
8 H 3.68103 0.93455 -0.44025  0.422
9 H -1.80721 -1.14866 0.89834  0.170

***

*x*
DFT (wB97M-V/def2-TZVPD) results for 2 unconnected molecules or ions with the total composition CH3N4O.

Properties
* M: 87.062 g/mol
* net charge: +1

Last column: Mulliken charge in e.
CARTESIAN COORDINATES (ANGSTROEM)
1 O -2.16590 -1.96246 0.26608  -0.080
2 N -0.67651 1.39432 0.15434  0.789
3 N 1.08830 -0.03043 -0.10617  -0.017
4 N 0.51197 1.17546 0.21087  -0.673
5 N -1.67009 1.89303 0.05754  -0.260
6 C -1.14951 -1.48095 -0.05363  0.047
7 H 1.84654 0.19426 -0.80313  0.424
8 H 0.62561 -0.88852 -0.55052  0.353
9 H 1.58959 -0.29471 0.82462  0.416

***

How do the energies compare? Relative to the most stable structure, in hartree: *w* 0.0000; *x* 0.0105.

***

*w*
DFT (wB97M-V/def2-TZVPD) results for a gas-phase ion, C3H7N2O3 (charge +1).

Properties
* M: 119.100 g/mol
* structure (SMILES): C[C@H](O)C(=[NH2+])[N+](=O)[O-]
* net charge: +1

Last column: Mulliken charge in e.
CARTESIAN COORDINATES (ANGSTROEM)
1 O 3.54556 -0.15156 0.53961  -0.460
2 O -1.08158 -0.72945 -0.62228  -0.591
3 O 2.35085 1.36158 -0.56203  -0.447
4 N 1.17956 -1.82236 -0.25298  -0.132
5 N 2.60884 0.28616 -0.04780  0.919
6 C -0.21218 0.30275 -0.65082  0.351
7 C 1.38875 -0.56191 -0.20427  0.138
8 C -0.44677 1.37469 0.38483  -1.347
9 H -1.37123 1.79931 0.31796  0.449
10 H -0.39349 1.01853 1.37515  0.423
11 H 0.20640 -2.14782 -0.45334  0.298
12 H 0.32068 2.12232 0.22551  0.400
13 H -1.38668 -0.92507 0.20836  0.345
14 H -0.06407 0.55658 -1.77240  0.370
15 H 1.85048 -2.61424 -0.17597  0.285

***

*x*
DFT (wB97M-V/def2-TZVPD) results for a gas-phase ion, C3H7N2O3 (charge +1).

Properties
* M: 119.100 g/mol
* structure (SMILES): ON1C=[NH+]C(O)(O)C1
* net charge: +1

Last column: Mulliken charge in e.
CARTESIAN COORDINATES (ANGSTROEM)
1 O -1.64839 -1.40902 -0.25174  -0.482
2 O 2.50380 0.92103 -0.73139  -0.335
3 O -1.97665 0.82612 0.16863  -0.509
4 N -0.16924 -0.18408 1.22995  -0.105
5 N 1.44388 0.26602 -0.17387  0.016
6 C -1.07225 -0.17949 0.04211  0.590
7 C 1.11296 0.07618 1.06084  -0.086
8 C -0.01558 0.07228 -1.11528  -0.632
9 H -0.15735 0.98366 -1.69073  0.393
10 H -2.44363 -1.46199 0.31133  0.356
11 H -2.26636 0.88382 -0.84385  0.402
12 H 3.30196 0.29423 -0.54120  0.410
13 H 1.76899 0.15530 1.95323  0.403
14 H 0.18107 -0.87748 -1.54806  0.351
15 H -0.56320 -0.36658 2.13002  0.228

***

How do the energies compare? Relative to the most stable structure, in hartree: *w* 0.1067; *x* 0.0000.

***

*w*
DFT (wB97M-V/def2-TZVPD) results for C3H6Cl2Si in the gas phase.

Properties
* M: 141.073 g/mol
* structure (SMILES): C=C([SiH3])C(Cl)Cl

Last column: Mulliken charge in e.
CARTESIAN COORDINATES (ANGSTROEM)
1 Cl -2.34186 1.85474 -0.24081  -0.143
2 Cl -3.44096 -0.78129 0.16504  -0.228
3 Si 0.86242 0.95963 0.12107  0.462
4 C -0.64541 -1.55735 -0.69564  -0.803
5 C -0.74510 -0.38715 -0.10902  0.039
6 C -1.95500 0.26132 0.36124  0.030
7 H 0.57076 1.84350 -0.95163  -0.096
8 H -1.40273 -2.16167 -1.10375  0.297
9 H -1.96007 0.26586 1.38930  0.326
10 H 0.73287 1.77089 1.49842  -0.043
11 H 1.95558 0.05918 -0.29502  -0.119
12 H 0.26177 -2.05292 -0.78363  0.279

***

*x*
DFT (wB97M-V/def2-TZVPD) results for a molecular structure, C3H6Cl2Si.

Properties
* M: 141.073 g/mol

Last column: Mulliken charge in e.
CARTESIAN COORDINATES (ANGSTROEM)
1 Cl -2.14818 1.18544 -0.58898  -0.271
2 Cl -0.33758 -0.43047 -2.58396  -0.214
3 Si -0.68900 -0.24168 -0.67457  0.673
4 C 1.40521 1.95561 0.49301  -0.476
5 C 1.36158 0.68929 0.25619  -0.361
6 C -1.16818 -1.79261 0.24585  -0.898
7 H -1.14312 -1.71499 1.34802  0.305
8 H 0.52738 2.60943 0.33100  0.142
9 H 2.28408 -0.00139 0.19188  0.235
10 H -2.06783 -2.34075 0.03606  0.340
11 H 2.25403 2.40022 0.96067  0.278
12 H -0.27840 -2.31811 -0.01516  0.247

***

*y*
DFT (wB97M-V/def2-TZVPD) results for C3H6Cl2Si in the gas phase.

Properties
* M: 141.073 g/mol
* structure (SMILES): [SiH3]/C=C/C(Cl)Cl

Last column: Mulliken charge in e.
CARTESIAN COORDINATES (ANGSTROEM)
1 Cl -0.97146 0.70260 -3.08804  -0.162
2 Cl -0.89755 3.03163 -1.20363  -0.167
3 Si 0.36050 -1.45684 1.76649  0.369
4 C -0.32612 1.36770 -1.55866  -0.033
5 C 0.33732 -0.54351 0.09250  -0.321
6 C -0.52093 0.38014 -0.25570  -0.367
7 H 0.70815 1.36673 -1.88242  0.297
8 H -1.35531 0.78991 0.26765  0.288
9 H 1.14017 -0.72759 -0.54123  0.393
10 H -0.68452 -1.58647 2.63646  -0.136
11 H 1.38551 -0.50304 2.47488  -0.068
12 H 0.82423 -2.82127 1.29168  -0.093

***

How do the energies compare? Relative to the most stable structure, in hartree: *w* 0.1102; *x* 0.0000; *y* 0.1054.

***

*w*
DFT (wB97M-V/def2-TZVPD) results for a gas-phase ion, C8H16N3S (charge +1).

Properties
* M: 186.304 g/mol
* structure (SMILES): C=[N+](/N=C/S)C1(NC(C)C)CC1
* net charge: +1

Last column: Mulliken charge in e.
CARTESIAN COORDINATES (ANGSTROEM)
1 S -4.57961 -0.97775 -0.52854  -0.120
2 N -2.46671 0.43153 0.13057  -0.858
3 N -1.28985 0.78371 0.64304  0.896
4 N 0.40729 -0.37262 -0.47451  -0.075
5 C -1.09458 1.03927 1.88039  -0.136
6 C 1.63360 -0.79229 0.19971  0.375
7 C 1.36246 -2.06383 1.00139  -1.434
8 C -0.38985 1.82462 -1.49617  -0.528
9 C 0.58091 2.19590 -0.41065  -0.578
10 C -3.03291 -0.71717 0.12849  0.138
11 C -0.14176 0.88634 -0.35595  -0.202
12 C 2.74567 -1.01327 -0.82283  -1.397
13 H 1.63551 2.16721 -0.63435  0.251
14 H 0.30279 2.98157 0.27445  0.272
15 H -2.56314 -1.60863 0.54106  0.289
16 H -1.85639 0.84381 2.61692  0.322
17 H -4.83419 0.30277 -0.82799  0.202
18 H -1.33482 2.34180 -1.54001  0.257
19 H 3.01542 -0.08217 -1.31531  0.319
20 H 1.05910 -2.86808 0.33821  0.332
21 H 0.57836 -1.90264 1.73567  0.338
22 H 1.91874 0.01482 0.88345  0.264
23 H 2.26297 -2.37256 1.52365  0.437
24 H 2.42562 -1.72714 -1.57944  0.355
25 H -0.00168 1.54245 -2.46326  0.262
26 H 0.18174 -0.90992 -1.29892  0.353
27 H 3.62903 -1.41397 -0.33403  0.428
28 H -0.15371 1.46620 2.18496  0.238

***

*x*
DFT (wB97M-V/def2-TZVPD) results for a gas-phase ion, C8H16N3S (charge +1).

Properties
* M: 186.304 g/mol
* structure (SMILES): CC(C)[NH2+]C1([C@H]2N=NCS2)CC1
* net charge: +1

Last column: Mulliken charge in e.
CARTESIAN COORDINATES (ANGSTROEM)
1 S -0.43100 0.10688 2.33054  -0.131
2 N -0.63686 2.65942 2.18650  -0.321
3 N -0.27839 -0.66657 -0.53690  -0.235
4 N 0.16564 2.46132 1.35976  -0.320
5 C -0.21913 0.76581 -0.38561  0.676
6 C -1.22385 1.55580 2.93050  -0.265
7 C -1.47163 1.50655 -0.74920  -1.152
8 C 0.42446 1.09573 0.93063  -0.616
9 C 1.73552 -1.72111 0.25652  -1.694
10 C 0.55009 -2.77471 -1.75369  -1.233
11 C -0.25576 1.74678 -1.55226  -0.468
12 C 0.92571 -1.46972 -1.06362  0.767
13 H -2.25263 1.65013 2.75052  0.342
14 H 0.13612 2.70692 -1.54192  0.326
15 H 1.12406 -1.97797 1.05559  0.631
16 H -2.35527 1.12090 -1.12840  0.402
17 H -0.52844 -2.86552 -1.68392  0.319
18 H 2.53319 -2.45867 0.02372  0.398
19 H -1.06158 1.92500 3.98152  0.329
20 H -0.44964 -0.98456 0.39874  0.368
21 H 1.50493 1.08114 1.01180  0.418
22 H -1.29712 -0.77768 -1.04497  0.495
23 H -0.29737 1.28426 -2.62005  0.251
24 H 2.13873 -0.88240 0.78877  0.390
25 H 0.91530 -3.72842 -1.34124  0.343
26 H 1.47907 -0.88440 -1.84875  0.338
27 H -1.63928 2.31686 0.05745  0.301
28 H 0.76511 -2.79177 -2.81202  0.343

***

How do the energies compare? Relative to the most stable structure, in hartree: *w* 0.0000; *x* 0.0498.

***

*w*
DFT (wB97M-V/def2-TZVPD) results for 7 unconnected molecules or ions with the total composition C6H25NO6.

Properties
* M: 207.267 g/mol
* structure (SMILES): C/C=C/C[C@@H](C)N.O.O.O.O.O.O

Last column: Mulliken charge in e.
CARTESIAN COORDINATES (ANGSTROEM)
1 O 2.73500 1.68017 -0.65610  -0.707
2 O 2.89114 -1.46132 0.89812  -0.588
3 O -1.64212 3.36937 2.29588  -0.633
4 O 2.49204 3.46327 1.50636  -0.732
5 O -3.54657 -0.51293 -2.96235  -0.622
6 O 1.80240 -0.32606 -2.25066  -0.615
7 N 0.83739 0.97854 1.49967  -0.568
8 C -0.02331 0.16915 0.62740  0.785
9 C -0.96874 -2.20289 0.55718  -0.282
10 C -1.28285 -3.45776 -1.54045  -1.633
11 C -1.09984 -2.18872 -0.76040  0.230
12 C -0.71757 -0.99335 1.40849  -0.978
13 C -1.08259 1.09835 0.03255  -1.304
14 H -2.58897 3.18989 2.24412  0.287
15 H 2.97008 2.66205 1.74078  0.332
16 H 0.65576 -0.24201 -0.10454  0.014
17 H -0.03961 -1.19641 2.24132  0.423
18 H -0.79697 -3.36894 -2.51385  0.341
19 H 0.37933 1.59291 2.15681  0.301
20 H 2.11857 0.44058 -1.72793  0.355
21 H -2.31061 -3.80868 -1.65026  0.298
22 H 1.50641 0.35071 1.92830  0.127
23 H 2.94820 -1.09839 -0.00605  0.284
24 H -1.49809 3.50818 3.23966  0.313
25 H 2.04114 1.59260 0.04291  0.418
26 H -0.67596 1.62061 -0.83058  0.227
27 H -0.77300 -4.27345 -1.01974  0.398
28 H -0.99310 -3.12957 1.12316  0.341
29 H 3.05492 -2.35853 0.56289  0.311
30 H -1.08491 -1.24672 -1.29204  0.356
31 H 3.00405 2.60809 -0.66369  0.318
32 H -1.36409 1.81486 0.80552  0.192
33 H -1.57045 -0.49533 1.88313  0.307
34 H -3.59715 -1.44504 -3.19549  0.311
35 H 1.92260 -0.08296 -3.17144  0.275
36 H 1.56464 3.19683 1.53789  0.343
37 H -3.28721 -0.00122 -3.73130  0.308
38 H -1.97994 0.55411 -0.25529  0.466

***

*x*
DFT (wB97M-V/def2-TZVPD) results for 6 unconnected molecules or ions with the total composition C6H25NO6.

Properties
* M: 207.267 g/mol
* structure (SMILES): CCN(C)[C@@H](C)CO.O.O.O.O.O

Last column: Mulliken charge in e.
CARTESIAN COORDINATES (ANGSTROEM)
1 O -0.53515 3.66065 -2.19142  -0.728
2 O -2.18379 0.12642 -0.30113  -0.569
3 O -2.38859 -0.26098 3.32590  -0.631
4 O -1.39480 1.20738 -2.78464  -0.702
5 O -0.37804 2.08193 0.27938  -0.655
6 O 1.71743 3.69538 0.87069  -0.658
7 N 0.81507 -0.86831 -0.05277  0.218
8 C -1.65521 -1.15341 0.11675  -0.712
9 C -0.28249 -2.96161 -1.03654  -1.431
10 C 1.81562 -0.40449 2.12953  -1.314
11 C 1.98993 -1.24197 -0.92354  -1.169
12 C 1.11012 -1.46109 1.33343  -0.735
13 C -0.39552 -1.40934 -0.76261  0.477
14 H -2.53993 0.65060 3.11607  0.309
15 H -1.24950 1.68960 0.05338  0.457
16 H -1.24883 -0.95094 1.09886  0.110
17 H 0.95477 3.29917 0.43506  0.432
18 H 1.73689 -0.60296 3.19941  0.406
19 H 1.73157 4.63994 0.81006  0.284
20 H 2.84656 -0.27537 1.79478  0.298
21 H 1.33728 0.57407 2.10223  0.221
22 H 0.62106 -3.40815 -0.66208  0.318
23 H 2.51685 -0.29117 -1.11821  0.325
24 H -2.30509 0.18722 -1.26844  0.314
25 H -0.26294 -3.13011 -2.11042  0.397
26 H -0.71271 3.78748 -1.24844  0.329
27 H 1.71243 -2.37421 1.21259  0.466
28 H 0.16324 -1.79988 1.73096  0.565
29 H -2.38092 -1.94668 0.00990  0.416
30 H 2.75093 -1.76516 -0.33087  0.369
31 H -1.15979 -3.48995 -0.65913  0.345
32 H -0.42511 1.16443 -2.83946  0.277
33 H -2.63642 -0.88792 2.66830  0.342
34 H -1.42164 2.18775 -2.55941  0.434
35 H 0.18223 1.33062 0.51093  0.154
36 H 1.74349 -1.69393 -1.86132  0.395
37 H -0.40951 -1.01114 -1.78050  0.309
38 H 0.22052 3.10614 -2.30730  0.336

***

How do the energies compare? Relative to the most stable structure, in hartree: *w* 0.0000; *x* 0.0385.

***

*w*
DFT (wB97M-V/def2-TZVPD) results for C9H11NO3 in the gas phase.

Properties
* M: 181.191 g/mol
* structure (SMILES): N[C@@H](Cc1ccc(O)cc1)C(=O)O

Last column: Mulliken charge in e.
CARTESIAN COORDINATES (ANGSTROEM)
1 O -1.92648 0.06981 1.21946  -0.513
2 O 0.37501 -3.35487 -2.45557  -0.505
3 O -2.14749 1.87529 2.37516  -0.588
4 N -0.11373 3.32575 1.25967  -0.737
5 C -1.54386 1.28218 1.54968  0.568
6 C 0.85610 0.16322 -1.47307  -0.304
7 C 0.90920 1.11278 0.82411  -0.813
8 C 0.79313 -0.96881 -2.30081  -0.605
9 C -0.36494 1.94044 0.76557  0.178
10 C 1.03418 -2.43554 -0.46609  -0.345
11 C 1.13932 -1.40643 0.36487  -0.437
12 C 0.95639 -0.03676 -0.10382  -0.030
13 C 0.77270 -2.26476 -1.86070  0.720
14 H -0.56000 3.97664 0.61768  0.261
15 H 1.26965 -1.56575 1.38153  0.385
16 H -1.35097 -0.42292 0.60176  0.366
17 H 0.80657 1.17753 -1.88189  0.462
18 H 0.78478 -3.46452 -0.04473  0.250
19 H -0.72181 3.38200 2.05934  0.331
20 H 1.77157 1.86757 0.73567  0.295
21 H -0.66920 1.90482 -0.32481  0.329
22 H 0.96931 0.69745 1.84309  0.187
23 H 0.14150 -3.14631 -3.36698  0.298
24 H 0.63314 -0.72648 -3.34914  0.249

***

*x*
DFT (wB97M-V/def2-TZVPD) results for C9H11NO3 in the gas phase.

Properties
* M: 181.191 g/mol
* structure (SMILES): N[C@@H](Cc1ccc(O)cc1)C(=O)O

Last column: Mulliken charge in e.
CARTESIAN COORDINATES (ANGSTROEM)
1 O 4.12302 0.48574 -0.93402  -0.542
2 O -3.78499 0.24949 1.92385  -0.562
3 O -4.04728 -0.24568 -0.21351  -0.550
4 N -1.13140 0.71150 1.65519  -0.714
5 C -1.87334 0.31785 0.46418  0.692
6 C 2.85471 0.18130 -0.81873  0.966
7 C 1.20739 -1.32809 -0.04925  -0.477
8 C -1.21791 -0.83519 -0.37926  -0.818
9 C 1.89301 1.04496 -1.28974  -0.724
10 C 0.23823 -0.50863 -0.49727  0.128
11 C 0.54186 0.70509 -1.10362  -0.328
12 C -3.28808 0.04522 0.64473  -0.032
13 C 2.54540 -1.03243 -0.25259  -0.536
14 H -1.63738 -0.72696 -1.41754  0.276
15 H -1.85515 1.19529 -0.09889  0.323
16 H 3.28520 -1.77325 -0.00132  0.294
17 H -2.94185 0.57121 2.40280  0.426
18 H -0.27707 0.22008 1.70106  0.236
19 H -1.36104 -1.90830 -0.00488  0.349
20 H 0.93343 -2.21201 0.54843  0.297
21 H 4.76140 -0.20284 -0.78839  0.298
22 H -0.23055 1.26957 -1.58511  0.451
23 H -0.95397 1.68403 1.63614  0.233
24 H 2.21637 2.09206 -1.54224  0.312

***

How do the energies compare? Relative to the most stable structure, in hartree: *w* 0.0020; *x* 0.0000.